ORCA calculation (ωB97M-V/def2-TZVPD) on a 2-piece molecular cluster, C3H7FOP2 overall at a distorted geometry.

Energy above the lowest of the compared OMol25 structures with the same formula, charge and spin = 210.0 kJ/mol
E_LUMO (spin up / spin down) = 0.08 / 0.08 eV
Frontier orbital gap (spin up / spin down) = 7.87 / 7.86 eV
Max |F| = 0.081 Eh/bohr
E_HOMO (spin up / spin down) = -7.8 / -7.8 eV
DFT total energy = -976.1498 Ha

```
14
Properties=species:S:1:pos:R:3:forces:R:3:lowdin_charge:R:1
C 0.297443 1.074260 0.005837 -0.755 -3.221 2.547 -0.36
C 0.132780 1.644338 -1.269164 0.933 1.428 -2.260 -0.06
C -0.004452 -1.276855 0.487753 1.037 3.422 -0.336 -0.98
O 0.491512 1.656804 0.994439 0.539 0.855 1.461 0.04
F 1.051573 -1.841368 -0.191254 -0.749 -0.218 0.100 -0.12
P -1.640122 -1.166181 -0.259937 1.095 -1.813 -0.745 0.77
P 0.159200 -1.212570 2.277747 0.176 1.554 0.686 0.77
H -0.529431 2.506009 -1.218926 0.307 0.396 0.230 0.11
H -0.329785 1.001720 -1.962734 -0.044 -0.928 -1.054 0.03
H 1.183170 1.926615 -1.566943 -1.153 -0.079 -0.166 0.13
H -1.019875 -0.791094 -1.502703 -0.736 -0.462 0.120 -0.10
H -1.621925 -2.633831 -0.525387 -0.558 1.134 -0.216 -0.07
H 0.270031 0.315003 2.444429 -0.448 -1.650 -0.343 -0.05
H 1.559881 -1.202850 2.286842 0.355 -0.418 -0.021 -0.11
```
Forces are in eV/Å.